No. 1
The following is a quantum chemistry calculation of 2 unconnected molecules or ions with the total composition C4H11N3O2 at a distorted geometry, from OMol25.

CARTESIAN COORDINATES (ANGSTROEM)
1 H 0.232 -1.234 2.750
2 N -0.385 -1.565 2.019
3 C -0.784 -0.853 1.043
4 N -0.378 0.486 0.819
5 N -1.454 -1.407 -0.077
6 C -2.735 -2.192 0.063
7 H -0.513 1.034 1.629
8 H -0.758 0.968 -0.008
9 H -0.759 -1.787 -0.763
10 H -2.628 -3.206 0.198
11 H -3.486 -1.825 -0.695
12 H -3.163 -1.860 1.045
13 C 2.293 2.508 -1.440
14 C 1.978 1.076 -1.172
15 O 1.601 0.150 -1.813
16 O 2.072 0.939 0.216
17 H 2.391 3.032 -0.445
18 H 1.497 3.099 -1.905
19 H 3.210 2.632 -1.983
20 H 1.773 0.003 0.518

Computed properties:
Molecular weight: 133.15 g mol⁻¹
Calculated total energy: -12890.72968 eV
Charge: 0
HOMO-LUMO gap: 0.3576 Ha
LUMO energy: 0.7 eV
HOMO: -9.02 eV
SMILES: [H]/N=C(\N)NC.CC(=O)O
Largest force on an atom: 4.43 eV Å⁻¹


No. 2
The following is a quantum chemistry calculation of a molecular structure, C4H11NO3 at a distorted geometry, from OMol25.

CARTESIAN COORDINATES (ANGSTROEM)
1 C 0.485 1.193 0.381
2 C -0.781 0.624 0.718
3 C -0.471 -1.625 1.740
4 C -0.209 -0.136 1.752
5 O 0.034 0.374 2.896
6 O 0.496 -1.642 -0.859
7 N -1.605 0.226 -0.289
8 H 0.915 1.909 1.078
9 H 2.839 0.529 -1.992
10 H 0.976 0.847 -0.530
11 H 2.452 0.477 -2.625
12 H 0.187 -1.816 2.594
13 H -1.495 -1.770 2.084
14 H -0.354 -1.836 0.650
15 H -1.123 -0.635 -0.711
16 H -1.507 0.891 -1.071
17 H -0.466 2.672 -2.522
18 H 0.401 -2.376 -1.477
19 O -0.774 2.092 -1.818

Computed properties:
Molecular weight: 121.14 g mol⁻¹
Calculated total energy: -11947.50628 eV
Charge: 0
HOMO-LUMO gap: 0.1824 Ha
LUMO energy: -4.6 eV
HOMO: -9.53 eV
Largest force on an atom: 8.54 eV Å⁻¹


No. 3
The following is a quantum chemistry calculation of 2 unconnected molecules or ions with the total composition C4H11NO at a distorted geometry, from OMol25.

CARTESIAN COORDINATES (ANGSTROEM)
1 C -3.117 -0.383 0.263
2 C -1.751 -0.909 -0.219
3 N -0.808 -0.812 0.766
4 O -1.622 -1.424 -1.298
5 H -3.620 0.127 -0.571
6 H -3.087 0.370 1.047
7 H -3.829 -1.188 0.428
8 H 0.194 -0.981 0.684
9 H -1.076 -0.499 1.666
10 C 1.899 0.620 -0.978
11 C 2.769 0.763 0.269
12 H 2.194 -0.190 -1.640
13 H 0.867 0.408 -0.705
14 H 1.934 1.593 -1.465
15 H 3.017 -0.145 0.822
16 H 3.756 1.159 0.016
17 H 2.280 1.493 0.917

Computed properties:
Molecular weight: 89.14 g mol⁻¹
Calculated total energy: -7864.17930 eV
Charge: 0
HOMO-LUMO gap: 0.3940 Ha
LUMO energy: 0.8 eV
HOMO: -9.90 eV
SMILES: CC(N)=O.CC
Largest force on an atom: 1.77 eV Å⁻¹


No. 4
The following is a quantum chemistry calculation of 8 unconnected molecules or ions with the total composition C34H50N8 at a distorted geometry, from OMol25.

CARTESIAN COORDINATES (ANGSTROEM)
1 C 2.488 4.446 0.885
2 C 1.540 5.336 0.294
3 C 0.336 5.079 0.920
4 N 0.544 4.117 1.857
5 C 1.833 3.678 1.820
6 H 3.539 4.400 0.642
7 H 1.698 6.058 -0.486
8 H -0.641 5.528 0.850
9 H -0.131 3.754 2.514
10 H 2.147 2.886 2.478
11 C -0.877 -4.438 -4.315
12 C -1.690 -3.304 -4.438
13 C -1.778 -2.974 -5.779
14 N -0.908 -3.797 -6.434
15 C -0.352 -4.702 -5.577
16 H -0.614 -4.913 -3.385
17 H -2.313 -2.885 -3.664
18 H -2.317 -2.267 -6.389
19 H -0.822 -3.831 -7.433
20 H 0.362 -5.429 -5.923
21 C -2.360 4.123 3.261
22 C -2.277 2.860 2.614
23 C -1.637 2.031 3.528
24 N -1.345 2.769 4.639
25 C -1.796 4.051 4.503
26 H -2.759 5.024 2.817
27 H -2.647 2.663 1.624
28 H -1.371 0.988 3.488
29 H -0.769 2.482 5.409
30 H -1.539 4.831 5.197
31 C -5.629 1.377 -2.395
32 C -5.074 0.375 -1.559
33 C -6.029 0.092 -0.603
34 N -7.085 0.927 -0.788
35 C -6.845 1.724 -1.891
36 H -5.182 1.795 -3.281
37 H -4.153 -0.152 -1.720
38 H -6.011 -0.621 0.205
39 H -7.934 0.937 -0.259
40 H -7.573 2.469 -2.165
41 C -2.469 -1.478 3.229
42 C -1.398 -1.957 2.442
43 C -1.054 -3.191 2.953
44 N -1.760 -3.392 4.119
45 C -2.610 -2.337 4.288
46 H -3.057 -0.596 3.037
47 H -0.997 -1.593 1.509
48 H -0.419 -3.970 2.566
49 H -1.690 -4.140 4.779
50 H -3.279 -2.183 5.120
51 C 1.729 0.544 -4.374
52 C 2.611 -0.280 -3.612
53 C 2.197 -1.580 -3.763
54 N 1.073 -1.573 -4.557
55 C 0.816 -0.298 -4.956
56 H 1.728 1.616 -4.472
57 H 3.480 -0.006 -3.036
58 H 2.653 -2.510 -3.469
59 H 0.500 -2.374 -4.774
60 H -0.045 -0.132 -5.584
61 C -0.641 1.108 0.079
62 C -1.786 0.346 -0.241
63 C -1.447 -0.312 -1.413
64 N -0.147 -0.049 -1.720
65 C 0.354 0.853 -0.827
66 H -0.542 1.668 0.997
67 H -2.723 0.310 0.286
68 H -2.073 -1.007 -1.952
69 H 0.324 -0.551 -2.453
70 H 1.341 1.271 -0.916
71 C 5.840 -2.505 2.162
72 C 4.355 -2.175 2.078
73 N 4.051 -0.770 1.809
74 C 2.601 -0.552 1.740
75 C 1.885 -0.954 3.023
76 C 4.660 -0.368 0.545
77 C 4.531 1.129 0.257
78 H 5.947 -3.540 2.498
79 H 6.372 -1.887 2.883
80 H 6.304 -2.471 1.178
81 H 3.899 -2.789 1.277
82 H 3.847 -2.479 2.992
83 H 2.486 0.531 1.701
84 H 2.166 -1.003 0.836
85 H 2.381 -0.474 3.867
86 H 0.889 -0.497 3.005
87 H 1.653 -2.013 3.111
88 H 4.244 -0.929 -0.309
89 H 5.732 -0.571 0.544
90 H 3.481 1.400 0.135
91 H 4.974 1.462 -0.688
92 H 5.002 1.762 1.009

Computed properties:
Molecular weight: 570.83 g mol⁻¹
Calculated total energy: -47987.58885 eV
Charge: 0
HOMO-LUMO gap: 0.3050 Ha
LUMO energy: 0.7 eV
HOMO: -7.64 eV
SMILES: c1cc[nH]c1.c1cc[nH]c1.c1cc[nH]c1.c1cc[nH]c1.c1cc[nH]c1.c1cc[nH]c1.c1cc[nH]c1.CCN(CC)CC
Largest force on an atom: 1.73 eV Å⁻¹


No. 5
The following is a quantum chemistry calculation of a molecular structure, C34H37F5N4OsSSi at a distorted geometry, from OMol25.

CARTESIAN COORDINATES (ANGSTROEM)
1 Os -1.281 1.093 -1.160
2 C -3.254 5.858 0.833
3 C -2.732 5.857 -0.638
4 C -1.408 6.670 -0.601
5 C -2.563 4.385 -1.050
6 C -3.509 3.384 -0.670
7 C -3.510 2.042 -1.116
8 C -2.708 1.643 -2.259
9 C -3.380 1.113 -3.536
10 C -1.490 2.601 -2.395
11 C -1.554 3.941 -1.886
12 H -3.413 6.897 1.241
13 H -2.486 5.398 1.489
14 H -4.196 5.385 0.937
15 H -3.528 6.294 -1.286
16 H -0.812 6.148 0.157
17 H -1.621 7.718 -0.294
18 H -0.860 6.722 -1.523
19 H -4.422 3.661 -0.058
20 H -4.345 1.428 -0.820
21 H -4.003 1.872 -4.031
22 H -4.042 0.306 -3.192
23 H -2.657 0.682 -4.190
24 H -0.905 2.413 -3.320
25 H -0.695 4.591 -2.146
26 C -1.188 -5.258 -1.497
27 C -1.649 -4.306 -0.618
28 C -1.590 -2.976 -0.964
29 C -0.985 -2.567 -2.177
30 C -0.456 -3.529 -3.003
31 C -0.498 -4.883 -2.673
32 Si -0.570 -0.710 -2.456
33 C 1.266 -0.407 -2.301
34 C 2.176 -1.437 -2.417
35 C 3.551 -1.146 -2.609
36 C 3.924 0.173 -2.725
37 C 3.055 1.217 -2.474
38 C 1.733 0.944 -2.143
39 H -1.306 -6.298 -1.162
40 H -1.978 -4.570 0.407
41 H -2.068 -2.212 -0.293
42 H 0.100 -3.216 -3.860
43 H 0.034 -5.579 -3.269
44 H -0.903 -0.558 -3.911
45 H 1.818 -2.479 -2.286
46 H 4.300 -1.898 -2.678
47 H 4.958 0.394 -2.990
48 H 3.412 2.225 -2.346
49 H 1.011 1.695 -1.820
50 C -1.943 -0.093 1.467
51 N -1.747 -0.411 2.857
52 C -1.128 0.721 3.595
53 N 0.173 1.142 2.967
54 C -0.160 1.385 1.485
55 N -0.724 0.276 0.751
56 C 0.287 -0.799 0.890
57 N 0.568 -1.201 2.306
58 C -0.800 -1.533 2.898
59 C 1.071 0.015 3.025
60 H -2.645 0.720 1.283
61 H -2.338 -0.976 0.972
62 H -0.998 0.428 4.651
63 H -1.828 1.569 3.562
64 H 0.801 1.711 1.013
65 H -0.781 2.301 1.391
66 H 1.234 -0.370 0.518
67 H -0.083 -1.698 0.373
68 H -0.638 -1.832 3.947
69 H -1.209 -2.395 2.372
70 H 2.073 0.336 2.679
71 H 1.118 -0.314 4.077
72 F 5.405 -4.983 5.428
73 C 5.085 -4.525 4.242
74 C 5.952 -3.768 3.509
75 F 7.247 -3.560 3.944
76 C 5.658 -3.416 2.177
77 F 6.565 -2.696 1.447
78 C 4.374 -3.655 1.623
79 S 3.870 -3.031 0.161
80 C 3.496 -4.440 2.406
81 F 2.282 -4.812 1.950
82 C 3.890 -4.921 3.631
83 F 3.099 -5.895 4.184

Computed properties:
Molecular weight: 847.07 g mol⁻¹
Calculated total energy: -76562.78393 eV
Charge: +2
⟨S²⟩: 6.069
HOMO-LUMO gap (alpha / beta): 0.1881 / 0.1584 Ha
LUMO energy (alpha / beta): -7.9 / -9.1 eV
HOMO (alpha / beta): -13.02 / -13.37 eV
2S+1: 5
Largest force on an atom: 5.77 eV Å⁻¹


No. 6
The following is a quantum chemistry calculation of a molecular structure, C40H32BrN5O3PSSn, from OMol25.

CARTESIAN COORDINATES (ANGSTROEM)
1 Sn 0.471 1.199 0.570
2 C 4.057 -1.540 -0.742
3 C 2.795 -1.062 -0.088
4 N 1.920 -0.339 -0.686
5 N 2.156 -0.028 -1.994
6 C 1.189 0.645 -2.569
7 N 1.366 0.955 -3.869
8 S -0.318 1.166 -1.865
9 C 2.489 -1.418 1.327
10 C 3.197 -2.414 1.990
11 C 2.876 -2.716 3.305
12 C 1.869 -2.003 3.936
13 C 1.216 -1.025 3.206
14 N 1.496 -0.752 1.932
15 H 4.398 -0.791 -1.450
16 H 3.877 -2.457 -1.315
17 H 4.841 -1.733 -0.009
18 H 2.177 0.603 -4.348
19 H 0.637 1.414 -4.382
20 H 3.984 -2.953 1.481
21 H 3.422 -3.489 3.835
22 H 1.587 -2.196 4.964
23 H 0.423 -0.435 3.656
24 O -1.672 -0.671 2.126
25 P -2.434 -2.049 2.069
26 C -2.270 -2.649 3.744
27 C -1.739 -1.820 4.732
28 C -1.531 -2.321 6.010
29 C -1.853 -3.638 6.303
30 C -2.398 -4.461 5.326
31 C -2.605 -3.972 4.047
32 C -4.130 -1.993 1.565
33 C -5.166 -2.153 2.482
34 C -6.478 -2.150 2.030
35 C -6.747 -1.985 0.679
36 C -5.711 -1.815 -0.236
37 C -4.397 -1.826 0.201
38 C -1.646 -3.117 0.874
39 C -0.511 -2.683 0.193
40 C 0.105 -3.521 -0.728
41 C -0.409 -4.786 -0.964
42 C -1.559 -5.211 -0.305
43 C -2.188 -4.375 0.602
44 H -1.499 -0.790 4.507
45 H -1.116 -1.679 6.777
46 H -1.683 -4.027 7.301
47 H -2.658 -5.485 5.559
48 H -3.031 -4.619 3.290
49 H -4.951 -2.274 3.538
50 H -7.291 -2.274 2.734
51 H -7.773 -1.991 0.331
52 H -5.929 -1.683 -1.288
53 H -3.585 -1.710 -0.508
54 H -0.124 -1.691 0.361
55 H 0.979 -3.172 -1.268
56 H 0.075 -5.442 -1.678
57 H -1.974 -6.189 -0.512
58 H -3.114 -4.694 1.070
59 C -1.633 0.361 1.119
60 C -2.756 1.070 1.025
61 C -3.968 1.028 1.880
62 C -3.841 1.063 3.268
63 C -4.968 1.087 4.079
64 C -6.233 1.085 3.508
65 C -6.366 1.069 2.124
66 C -5.240 1.048 1.313
67 H -2.852 1.107 3.710
68 H -4.857 1.134 5.156
69 H -7.114 1.118 4.137
70 H -7.351 1.082 1.673
71 H -5.348 1.048 0.234
72 Br -2.237 8.086 -1.991
73 C -2.652 6.252 -2.044
74 C -3.346 5.729 -3.125
75 N -3.628 4.428 -3.240
76 C -3.256 3.620 -2.250
77 C -2.598 4.077 -1.113
78 C -2.271 5.419 -1.016
79 C -2.240 3.181 0.013
80 O -2.902 1.997 -0.026
81 O -1.420 3.439 0.853
82 H -3.687 6.377 -3.924
83 H -3.467 2.563 -2.378
84 H -1.731 5.792 -0.153

Computed properties:
Molecular weight: 892.38 g mol⁻¹
Calculated total energy: -151585.93887 eV
Charge: +1
HOMO-LUMO gap: 0.2702 Ha
LUMO energy: -2.6 eV
HOMO: -9.96 eV
Largest force on an atom: 0.46 eV Å⁻¹


No. 7
The following is a quantum chemistry calculation of 5 unconnected molecules or ions with the total composition C26H21BF2O8 at a distorted geometry, from OMol25.

CARTESIAN COORDINATES (ANGSTROEM)
1 O 1.552 3.712 -1.654
2 C 0.423 3.369 -1.373
3 C 0.157 2.532 -0.175
4 C -1.078 2.150 0.136
5 C -2.237 2.545 -0.699
6 O -3.365 2.193 -0.416
7 C -1.973 3.381 -1.896
8 C -0.738 3.764 -2.207
9 H 1.016 2.253 0.422
10 H -1.294 1.539 1.004
11 H -2.833 3.651 -2.493
12 H -0.521 4.373 -3.076
13 O -3.011 0.860 -3.944
14 C -3.156 -0.222 -3.411
15 C -2.749 -1.475 -4.098
16 C -2.903 -2.660 -3.515
17 C -3.486 -2.776 -2.153
18 O -3.615 -3.859 -1.619
19 C -3.896 -1.527 -1.468
20 C -3.741 -0.340 -2.054
21 H -2.324 -1.365 -5.088
22 H -2.612 -3.586 -3.995
23 H -4.323 -1.634 -0.471
24 H -4.029 0.586 -1.575
25 O -5.213 -1.696 1.406
26 C -4.665 -2.394 2.236
27 C -5.234 -2.541 3.597
28 C -4.642 -3.300 4.515
29 C -3.387 -4.034 4.215
30 O -2.849 -4.727 5.052
31 C -2.819 -3.888 2.852
32 C -3.411 -3.129 1.933
33 H -6.149 -1.998 3.795
34 H -5.040 -3.419 5.515
35 H -1.905 -4.433 2.652
36 H -3.012 -3.019 0.934
37 O 7.056 0.813 2.650
38 C 5.849 0.909 2.692
39 C 5.014 0.703 1.482
40 C 3.689 0.812 1.532
41 C 2.992 1.142 2.799
42 O 1.782 1.241 2.840
43 C 3.824 1.348 4.009
44 C 5.148 1.240 3.959
45 H 5.544 0.460 0.570
46 H 3.062 0.665 0.665
47 H 3.294 1.590 4.922
48 H 5.776 1.386 4.829
49 F 7.010 0.576 -1.781
50 B 6.042 1.095 -2.456
51 C 4.719 0.325 -2.761
52 C 3.459 1.173 -2.606
53 F 2.766 0.780 -1.451
54 H 6.191 2.202 -2.879
55 H 4.601 -0.577 -2.168
56 H 4.790 0.018 -3.801
57 H 3.661 2.229 -2.497
58 H 2.796 0.982 -3.434

Computed properties:
Molecular weight: 510.25 g mol⁻¹
Calculated total energy: -49790.35123 eV
Charge: 0
HOMO-LUMO gap: 0.3124 Ha
LUMO energy: -1.5 eV
HOMO: -10.04 eV
SMILES: O=C1C=CC(=O)C=C1.O=C1C=CC(=O)C=C1.O=C1C=CC(=O)C=C1.O=C1C=CC(=O)C=C1.FBCCF
Largest force on an atom: 1.81 eV Å⁻¹


No. 8
The following is a quantum chemistry calculation of a molecular structure, C8H12 at a distorted geometry, from OMol25.

CARTESIAN COORDINATES (ANGSTROEM)
1 C -0.292 1.688 -0.984
2 C -0.251 0.424 0.143
3 C -1.550 0.208 0.855
4 C -1.741 -0.908 -0.282
5 C -0.281 -0.997 -0.222
6 C 1.275 -1.015 -0.706
7 C 1.940 -0.323 0.149
8 C 1.115 0.530 0.980
9 H -0.583 2.569 -0.489
10 H -0.709 1.209 -1.931
11 H 0.969 1.962 -1.042
12 H -2.153 1.153 0.957
13 H -1.671 -0.434 1.761
14 H -2.208 -0.515 -1.268
15 H -2.024 -1.869 -0.046
16 H -0.540 -1.630 0.706
17 H 1.820 -1.448 -1.577
18 H 2.998 -0.487 0.319
19 H 1.627 1.534 0.972
20 H 1.179 0.308 2.049

Computed properties:
Molecular weight: 108.18 g mol⁻¹
Calculated total energy: -8484.13122 eV
Charge: 0
HOMO-LUMO gap: 0.3620 Ha
LUMO energy: 1.0 eV
HOMO: -8.85 eV
Largest force on an atom: 6.43 eV Å⁻¹


- Which value of largest force on an atom does entry 6 give?
  0.46 eV Å⁻¹